No. 1
The following is a quantum chemistry calculation of a structure of composition C22H34EuN4O5S in a non-equilibrium geometry, from the OMol25 dataset.

DFT total energy   -2562.58400 hartree
Strongest force on any atom   2.60 eV/Å
Charge   0
2S+1   8
Kohn-Sham gap (spin up / spin down)   7.236 / 8.563 eV
Highest occupied orbital energy (spin up / spin down)   -6.69 / -8.02 eV

Structure (XYZ):
```
67
Properties=species:S:1:pos:R:3:forces:R:3
Eu -1.296993 -0.238874 0.569035 2.175 -1.391 -0.264
C -0.306918 -4.718601 2.732941 0.217 0.039 0.103
C -1.523557 -3.978988 2.187351 -0.098 -0.116 -0.113
C -2.062050 -2.990371 3.231286 -0.145 0.192 0.091
C -1.262034 -3.358103 0.827180 -0.192 -0.080 0.294
C -0.016337 -2.903154 0.437544 0.437 -0.093 0.037
C 0.205902 -2.420493 -0.853322 0.348 -0.124 0.176
C -0.809537 -2.398806 -1.787935 0.062 0.088 -0.451
C -0.568125 -1.921628 -3.192394 -0.013 0.030 -0.039
C -2.072044 -2.830685 -1.389164 -0.208 -0.009 -0.107
C -2.296366 -3.287290 -0.108769 -0.133 -0.106 0.084
H -0.589840 -5.327846 3.593656 -0.015 0.018 -0.053
H 0.453600 -4.012842 3.086522 -0.047 -0.050 -0.042
H 0.161028 -5.365959 1.988338 -0.074 0.008 0.006
H -2.315473 -4.709603 1.997270 0.084 -0.120 0.136
H -1.690146 -1.972390 3.107934 0.146 -0.034 -0.061
H -1.777326 -3.307196 4.238122 -0.105 -0.052 -0.045
H -3.149928 -2.910944 3.192128 0.047 0.003 -0.039
H 0.822955 -2.970160 1.119661 -0.017 0.040 0.024
H 1.202285 -2.099477 -1.135277 -0.007 0.045 -0.002
H -0.891808 -2.665652 -3.924146 0.003 0.003 0.070
H 0.487748 -1.712227 -3.366043 -0.032 -0.004 0.032
H -1.136752 -1.008483 -3.374138 0.007 -0.029 0.000
H -2.890277 -2.801964 -2.098719 0.012 0.048 0.025
H -3.285111 -3.630342 0.175890 0.011 0.058 -0.018
C 2.169141 -0.062454 1.427367 0.080 -0.045 -0.075
C 3.334233 0.489103 2.290870 -0.116 0.036 0.185
N 2.819098 1.055294 3.553969 -0.340 -0.134 -0.320
C 1.893109 2.154704 3.216372 0.126 -0.109 0.024
C 0.763989 1.652271 2.281079 0.069 0.058 0.035
N 0.891870 0.195309 2.097331 -0.251 0.004 -0.245
C 0.862789 -0.470955 3.397969 0.107 -0.185 0.104
C 2.054659 0.015345 4.263904 0.080 0.142 -0.078
H 2.262514 -1.142233 1.276177 0.034 0.027 0.017
H 2.121656 0.418769 0.447881 0.089 0.010 -0.005
H 3.875776 1.271888 1.758676 -0.015 0.033 0.033
H 4.044586 -0.305019 2.525425 0.036 0.024 0.087
H 2.465580 2.946555 2.732818 0.026 0.018 0.008
H 1.484559 2.557042 4.144139 0.037 -0.020 0.053
H 0.847135 2.105791 1.293896 0.005 0.068 -0.001
H -0.228256 1.859595 2.680820 -0.032 0.029 0.088
H 0.910853 -1.550728 3.221582 0.041 0.014 0.043
H -0.102967 -0.265664 3.860094 0.011 0.079 0.055
H 2.733945 -0.804645 4.503968 0.018 -0.005 -0.025
H 1.700643 0.433749 5.207566 0.032 0.031 -0.001
C 0.250445 4.876466 -2.222748 -0.013 -0.151 -0.016
N -0.427482 3.598496 -2.044918 -0.519 -0.154 0.012
C -1.645732 3.392568 -2.646118 0.740 0.592 0.121
C -2.311088 2.248003 -2.523497 -0.189 -0.704 0.135
C -1.714766 1.203908 -1.701717 0.094 0.932 -0.530
O -2.280555 0.103575 -1.522831 -0.417 -0.015 -0.607
N -0.518100 1.423749 -1.090536 -0.260 0.256 -0.366
C 0.161565 2.587907 -1.255114 0.527 0.274 -0.733
O 1.298860 2.779628 -0.831464 -0.183 -0.131 0.413
H 0.417568 5.077151 -3.282321 -0.017 -0.025 0.016
H 1.205791 4.812835 -1.717243 0.053 0.018 0.028
H -0.338142 5.686564 -1.791680 -0.021 0.002 0.015
H -2.008871 4.226727 -3.234810 -0.024 -0.025 0.029
H -3.265571 2.089268 -3.002568 0.039 -0.065 0.074
C -4.798590 1.161427 2.689330 -0.569 0.133 0.289
S -3.356791 0.681915 1.855071 -1.589 0.882 0.713
O -2.316898 0.462208 2.861374 0.281 -0.071 0.269
O -3.648940 -0.569478 1.146089 -0.425 -0.049 0.153
O -2.990484 1.760965 0.939161 0.041 -0.171 0.133
H -5.121151 0.326566 3.311157 -0.004 0.105 -0.008
H -5.551849 1.398217 1.939630 -0.006 -0.008 0.070
H -4.567048 2.036771 3.295244 -0.042 -0.063 -0.039
```
Forces are in eV/Å.

---

No. 2
The following is a quantum chemistry calculation of a cluster of 7 separate species, C17H35Br12N2OP in total in a non-equilibrium geometry, from the OMol25 dataset.

DFT total energy   -32083.00773 hartree
Strongest force on any atom   3.22 eV/Å
Structure (SMILES)   C[C@H]1C(=O)NC[C@@H]1[PH2]=N.BrCCBr.BrCCBr.BrCCBr.BrCCBr.BrCCBr.BrCCBr
Charge   0
Kohn-Sham gap   8.955 eV
Highest occupied orbital energy   -8.64 eV

Structure (XYZ):
```
68
Properties=species:S:1:pos:R:3:forces:R:3
C -2.365159 -1.503681 -0.145884 -0.318 0.032 0.484
C -2.291628 -2.581182 0.910651 -0.540 0.129 -0.603
C -3.636450 -3.249893 1.257479 2.988 -0.231 0.919
O -4.712543 -2.964352 0.883177 -2.948 0.913 -0.926
N -3.288127 -4.286948 2.067588 -0.235 -1.345 0.060
C -1.872469 -4.662474 1.868124 -1.056 0.402 -0.270
C -1.544802 -3.875956 0.597300 0.247 0.026 0.614
P 0.185925 -3.798381 0.047344 0.314 1.287 -0.802
N 0.535352 -2.674087 -0.989523 -0.104 -0.329 0.288
H -1.907854 -0.614408 0.257135 0.397 0.373 -0.247
H -3.395998 -1.252670 -0.345338 -0.457 -0.022 -0.097
H -1.884284 -1.803852 -1.055442 0.333 0.039 -0.421
H -1.950378 -2.180573 1.856016 0.398 0.206 0.322
H -3.966731 -5.036392 2.178432 0.132 0.338 0.071
H -1.785026 -5.716501 1.678304 0.147 -0.568 0.414
H -1.373132 -4.314220 2.759072 0.894 -0.199 0.077
H -2.146168 -4.353978 -0.173496 0.291 -0.202 -0.559
H 0.419582 -5.062701 -0.540287 -0.147 -0.266 0.655
H 0.942345 -3.661465 1.234578 -0.150 -0.644 0.139
H 1.238799 -2.047847 -0.622030 0.035 0.303 -0.184
Br 3.542332 -0.052761 -0.172513 0.107 -0.092 0.043
C 3.927183 -0.266717 1.722650 0.075 -0.120 -0.269
C 2.849873 -1.054729 2.418226 -0.037 0.141 0.207
Br 1.256782 0.019675 2.723400 -0.085 -0.110 -0.052
H 4.059609 0.729568 2.132695 -0.070 -0.009 0.046
H 4.873458 -0.801007 1.765367 -0.009 -0.005 0.046
H 3.176917 -1.366576 3.408021 0.058 0.021 -0.019
H 2.541443 -1.925485 1.848300 0.033 0.006 -0.047
Br -6.180055 -6.047806 1.921174 -0.235 -0.283 0.012
C -6.769509 -5.535067 0.139506 0.165 0.248 0.025
C -8.264905 -5.397364 0.071493 -0.113 -0.170 -0.131
Br -9.150008 -7.131411 0.016006 -0.005 0.043 0.062
H -6.383634 -6.282031 -0.546482 -0.065 -0.044 0.004
H -6.287990 -4.577447 -0.051653 -0.015 0.038 0.080
H -8.556241 -4.895029 -0.847831 0.055 0.012 -0.008
H -8.675198 -4.862865 0.921564 0.045 0.021 0.017
Br 3.740785 2.929039 -4.172899 -0.013 -0.028 -0.055
C 2.076313 1.993865 -4.552949 0.042 0.221 0.097
C 1.840682 0.859338 -3.595246 -0.105 -0.289 -0.142
Br 2.945017 -0.692179 -3.987487 0.061 0.081 0.023
H 2.127700 1.666964 -5.586276 -0.001 -0.052 0.007
H 1.293853 2.743674 -4.445094 -0.035 -0.039 0.058
H 0.814963 0.504780 -3.673027 -0.013 0.040 0.018
H 2.050405 1.131480 -2.568187 0.045 0.045 0.000
Br 0.846319 2.417533 -0.584850 -0.134 0.074 0.173
C -0.023458 3.473687 0.794954 0.047 0.029 -0.268
C 0.880648 4.565326 1.309276 -0.057 0.006 0.166
Br 2.256673 3.890462 2.512512 0.024 -0.014 -0.061
H -0.342525 2.781027 1.567587 0.055 0.034 0.058
H -0.897673 3.911069 0.316863 0.013 0.051 0.024
H 0.314283 5.281107 1.900912 -0.021 -0.022 -0.001
H 1.398924 5.085809 0.510610 -0.014 -0.031 -0.041
Br 1.023621 5.933167 -2.687039 0.017 -0.084 -0.028
C 0.502796 6.199398 -4.541761 0.112 0.158 0.169
C -0.991847 6.273940 -4.691464 -0.101 -0.169 -0.170
Br -1.808085 4.512090 -4.552304 0.005 0.035 0.067
H 0.940309 5.384353 -5.109274 -0.013 -0.012 -0.022
H 0.966457 7.136652 -4.841242 -0.045 0.013 -0.012
H -1.258781 6.640177 -5.680360 0.042 -0.002 -0.007
H -1.458503 6.897269 -3.936195 0.039 0.013 0.024
Br 7.843068 4.461147 3.533756 -0.007 -0.058 -0.053
C 6.183062 3.528655 3.134168 0.069 0.217 0.097
C 5.907763 2.435428 4.131143 -0.067 -0.216 -0.128
Br 7.027842 0.871376 3.816546 -0.022 0.053 0.057
H 6.266521 3.158300 2.117496 -0.025 -0.043 0.004
H 5.405265 4.287983 3.179571 -0.029 -0.037 0.016
H 4.882874 2.081227 4.031140 -0.013 0.040 -0.011
H 6.083418 2.744470 5.155992 0.018 0.047 -0.010
```
Forces are in eV/Å.

---

No. 3
The following is a quantum chemistry calculation of a cluster of 2 separate species, C5H13NO2 in total, from the OMol25 dataset.

DFT total energy   -403.56259 hartree
Strongest force on any atom   0.83 eV/Å
Structure (SMILES)   CC(C)CNC=O.O
Charge   0
Kohn-Sham gap   10.719 eV
Relative energy (zero: lowest compared OMol25 entry of this formula, charge and spin)   36.8 kJ/mol
Highest occupied orbital energy   -9.99 eV

Structure (XYZ):
```
21
Properties=species:S:1:pos:R:3:forces:R:3
O -1.123287 -2.200328 -0.593437 0.175 0.072 0.225
C -0.078657 -2.468406 -0.026640 0.295 0.180 -0.295
N 1.004661 -1.655501 0.054210 -0.576 -0.309 0.263
C 0.979834 -0.259695 -0.353248 0.739 0.100 0.371
C 0.582155 0.747529 0.733508 -0.292 0.564 -0.509
C -0.766773 0.441872 1.370973 0.138 -0.291 0.242
C 0.567869 2.136859 0.075654 -0.366 -0.342 -0.252
H 0.107617 -3.444009 0.448031 -0.116 -0.063 -0.012
H 1.769948 -2.009005 0.609555 -0.040 0.216 -0.091
H 1.993685 -0.013266 -0.665389 0.100 0.042 -0.138
H 0.353837 -0.141440 -1.229229 -0.130 -0.113 -0.034
H 1.349200 0.785562 1.508375 0.077 -0.293 0.142
H -1.031008 1.189048 2.117930 0.083 0.092 0.043
H -1.581466 0.415873 0.647791 0.047 -0.009 -0.082
H -0.727661 -0.524130 1.882134 -0.155 0.037 -0.051
H 1.535953 2.396487 -0.354226 0.095 0.150 0.273
H 0.213237 2.884146 0.782672 0.294 0.161 0.046
H -0.134525 2.147812 -0.760742 -0.116 -0.087 -0.003
H -1.563297 -0.258194 -1.317696 -0.232 -0.205 -0.184
H -1.716505 -0.422860 -2.806872 -0.071 -0.064 -0.078
O -1.734817 0.251645 -2.123355 0.050 0.162 0.123
```
Forces are in eV/Å.

---

No. 4
The following is a quantum chemistry calculation of a structure of composition C8H6MgN2O5 in a non-equilibrium geometry, from the OMol25 dataset.

DFT total energy   -993.69460 hartree
Strongest force on any atom   3.82 eV/Å
Charge   +2
Kohn-Sham gap   8.787 eV
Highest occupied orbital energy   -16.84 eV

Structure (XYZ):
```
22
Properties=species:S:1:pos:R:3:forces:R:3
O 0.000216 -0.000151 -3.357667 0.000 0.001 1.110
C 0.000875 -0.000769 -2.235125 0.002 -0.005 -1.172
Mg -0.000686 -0.000192 0.300291 -0.019 0.038 -1.315
O 2.111521 -2.694790 -0.015899 -2.099 2.677 -0.147
C 1.408195 -1.797497 -0.031084 2.355 -3.005 0.237
C -1.412788 1.803654 -0.041059 -1.880 2.393 0.256
O -2.112261 2.695667 -0.014465 1.641 -2.088 -0.169
C -1.799860 -1.412245 -0.035487 -2.644 -2.061 0.213
O -2.695540 -2.111421 -0.016897 2.329 1.816 -0.141
C 1.801420 1.410002 -0.034356 2.657 2.084 0.204
O 2.695565 2.111545 -0.016619 -2.345 -1.837 -0.136
C 1.077523 -0.743925 5.308507 0.703 -0.422 -0.491
N -0.008896 -0.014685 4.640061 -0.128 0.016 0.017
C -1.101914 0.676228 5.345432 -0.669 0.499 -0.598
C -0.017471 0.004529 3.376646 0.076 0.068 -0.487
N -0.009262 0.032306 2.214301 -0.030 -0.037 0.235
H 0.874901 -0.624124 6.368940 0.435 -0.285 0.015
H 2.052142 -0.306820 4.996904 -0.618 -0.204 0.569
H 1.064297 -1.805489 4.977704 -0.076 0.621 0.570
H -1.102855 1.750969 5.048133 0.085 -0.728 0.577
H -2.075834 0.240240 5.027684 0.651 0.185 0.574
H -0.886489 0.523067 6.397354 -0.425 0.275 0.080
```
Forces are in eV/Å.